# 1
DFT (ωB97M-V/def2-TZVPD) results for the molecule C6H13BN2O2S in a non-equilibrium geometry.

For the relative energy (zero: lowest compared OMol25 entry of this formula, charge and spin), the calculation gives 0.0 kcal/mol. The multiplicity is 1. For the HOMO-LUMO gap, the calculation gives 8.7 eV. The SMILES is NCC(=S)N1CCC[C@H]1B(O)O.

Structure (XYZ):
```
25
Properties=species:S:1:pos:R:3:lowdin_charge:R:1
S 1.991 2.163 -0.977 0.646
O -0.344 -2.770 0.574 0.141
O 1.159 -1.165 1.609 0.174
B 0.044 -1.474 0.873 -0.601
C 0.753 1.478 -0.090 -0.733
N 1.715 1.708 2.151 0.010
N -0.048 0.525 -0.582 -0.115
C 0.559 1.916 1.377 -0.312
C 0.184 -0.227 -1.767 -0.202
C -1.210 -0.751 -2.240 -0.129
C -1.891 -1.007 -0.867 -0.124
C -0.935 -0.367 0.193 -0.137
H 0.321 -3.470 0.755 0.130
H 1.433 -0.238 1.745 0.060
H 1.558 2.192 3.000 0.084
H 2.474 2.117 1.693 0.031
H 0.097 2.934 1.411 0.130
H -0.215 1.274 1.866 0.109
H 0.806 0.217 -2.643 0.128
H 0.813 -1.145 -1.556 0.143
H -1.703 0.061 -2.836 0.118
H -1.128 -1.625 -2.871 0.101
H -2.001 -2.109 -0.850 0.113
H -2.845 -0.564 -0.735 0.092
H -1.587 0.327 0.769 0.143
```



# 2
DFT (ωB97M-V/def2-TZVPD) results for the molecule C5H11N in a non-equilibrium geometry.

For the relative energy (zero: lowest compared OMol25 entry of this formula, charge and spin), the calculation gives 27.3 kcal/mol. The multiplicity is 1. For the HOMO-LUMO gap, the calculation gives 10.0 eV. The SMILES is C=C[C@H](C)NC.

Structure (XYZ):
```
17
Properties=species:S:1:pos:R:3:lowdin_charge:R:1
C -0.754 0.711 -1.903 -0.126
C -0.212 0.240 0.460 -0.459
C -1.171 -0.947 0.689 -0.072
C 0.912 0.121 1.433 -0.154
C 2.180 0.039 0.995 0.008
H -1.748 0.261 -1.791 0.058
H -0.372 0.499 -2.947 0.091
H -0.787 1.828 -1.811 0.085
H 0.661 -0.604 -1.200 0.109
H -0.749 1.211 0.592 0.151
H -1.646 -0.980 1.708 0.087
H -2.042 -0.886 0.024 0.057
H -0.594 -1.876 0.528 0.087
H 0.630 0.009 2.469 0.097
H 2.437 0.125 -0.072 0.056
H 2.989 -0.049 1.734 0.053
N 0.265 0.299 -0.910 -0.128
```



# 3
DFT (ωB97M-V/def2-TZVPD) results for a cluster of 2 separate species, C6H10N2O2 in total in a non-equilibrium geometry.

For the relative energy (zero: lowest compared OMol25 entry of this formula, charge and spin), the calculation gives 91.8 kcal/mol. The multiplicity is 1. For the HOMO-LUMO gap (alpha / beta), the calculation gives 7.0 / 7.0 eV.

Structure (XYZ):
```
20
Properties=species:S:1:pos:R:3:lowdin_charge:R:1
C -2.913 1.158 -1.143 -0.193
C -1.739 0.606 -0.673 -0.142
C -3.569 -0.296 0.442 -0.171
C 2.860 -1.810 -0.426 -0.047
C 2.706 -0.345 -0.771 -0.307
C -1.338 -1.114 1.022 -0.195
N -3.948 0.654 -0.513 -0.031
N -2.054 -0.322 0.260 -0.061
O -0.007 -1.206 1.058 0.037
O 2.023 0.361 -0.110 0.026
H -2.956 2.110 -1.648 0.106
H -0.701 0.918 -1.019 0.116
H -3.861 0.020 1.471 0.131
H 3.623 -2.333 -0.993 0.070
H 2.988 -1.887 0.684 0.105
H 1.899 -2.227 -0.671 0.071
H 3.097 -0.021 -1.778 0.130
H -3.903 -1.352 0.371 0.126
H -1.825 -1.864 1.582 0.128
H 0.393 -0.325 0.778 0.099
```



# 4
DFT (ωB97M-V/def2-TZVPD) results for the molecule C4H7NS in a non-equilibrium geometry.

For the relative energy (zero: lowest compared OMol25 entry of this formula, charge and spin), the calculation gives 24.0 kcal/mol. The multiplicity is 1. For the HOMO-LUMO gap, the calculation gives 8.2 eV. The SMILES is CC(=S)/C=C/N.

Structure (XYZ):
```
13
Properties=species:S:1:pos:R:3:lowdin_charge:R:1
C -0.790 -0.618 1.691 -0.121
C -1.358 -0.240 0.288 -0.837
C -0.443 0.271 -0.744 -0.174
C 0.870 0.407 -0.583 -0.189
H 0.251 -0.926 1.560 0.053
H -1.414 -1.384 2.073 0.037
H -0.847 0.325 2.342 0.111
H -0.880 0.402 -1.725 0.093
H 1.298 0.193 0.371 0.096
H 1.647 0.478 -2.441 0.075
H 2.776 0.819 -1.226 0.106
N 1.785 0.860 -1.537 0.061
S -2.896 -0.587 -0.069 0.690
```